No. 1
ORCA calculation (wB97M-V/def2-TZVPD) on a structure of composition F2NO4RbS2.

Computed properties:
ΔE to the lowest compared entry with this formula, charge and spin ... 1.446 eV
Lowest unoccupied orbital energy ... -1.499 eV
Net charge ... 0
Strongest force on any atom ... 6.86 eV/Å

Last column: Mulliken charge in e.
Positions of all 10 atoms, in Å:
1 Rb -2.27 1.25 -3.30  0.988
2 N -0.23 -1.01 0.77  -0.259
3 S -0.68 0.48 0.62  0.924
4 O -1.18 1.03 -0.64  -0.536
5 O -0.04 1.54 1.39  -0.564
6 F -2.06 0.29 1.38  -0.285
7 S 1.30 -0.75 0.08  1.070
8 O 2.19 0.11 0.84  -0.498
9 O 1.30 -0.59 -1.40  -0.579
10 F 1.67 -2.35 0.26  -0.260

=====

No. 2
ORCA calculation (wB97M-V/def2-TZVPD) on a structure of composition C37H26BrCoN7O2.

Computed properties:
ΔE to the lowest compared entry with this formula, charge and spin ... 1.087 eV
Multiplicity ... 2
Lowest unoccupied orbital energy (alpha / beta) ... -1.376 / -1.379 eV
Net charge ... 0
Strongest force on any atom ... 2.51 eV/Å

Last column: Mulliken charge in e.
Positions of all 74 atoms, in Å:
1 Co -1.65 -0.32 -1.01  -0.018
2 N -1.94 4.73 8.01  -0.516
3 C -2.00 4.23 6.97  -0.121
4 C -2.07 3.60 5.68  0.658
5 C -1.28 2.49 5.41  -0.922
6 C -1.36 1.88 4.17  -0.134
7 C -2.21 2.38 3.19  -0.972
8 C -2.99 3.50 3.47  -0.047
9 C -2.93 4.11 4.71  -0.968
10 C -2.27 1.73 1.85  2.339
11 C -1.81 2.55 0.77  -0.705
12 C -0.94 3.64 0.85  -0.150
13 C -0.70 4.09 -0.45  -1.315
14 C -1.43 3.29 -1.30  -0.408
15 N -2.09 2.36 -0.57  0.047
16 C -2.74 0.45 1.79  0.000
17 C -3.45 -0.24 2.85  -0.896
18 C -3.82 -1.44 2.36  -1.388
19 C -3.30 -1.50 1.02  -0.411
20 N -2.68 -0.40 0.68  0.939
21 H -0.61 2.10 6.17  0.453
22 H -0.75 1.01 3.95  0.570
23 H -3.65 3.90 2.70  0.518
24 H -3.55 4.97 4.94  0.452
25 H -0.53 4.03 1.77  0.611
26 H -0.06 4.91 -0.75  0.484
27 H -1.54 3.32 -2.37  0.524
28 H -3.67 0.18 3.82  0.516
29 H -4.38 -2.22 2.85  0.472
30 H -3.36 -2.33 0.32  0.708
31 O -3.19 0.32 -1.89  -0.910
32 C -3.10 0.18 -3.27  -0.941
33 C -1.66 0.21 -3.72  0.831
34 C -1.26 0.39 -5.04  -1.158
35 C 0.09 0.38 -5.34  -0.248
36 C 1.01 0.19 -4.32  -0.934
37 C 0.54 0.02 -3.04  -0.262
38 N -0.77 0.03 -2.75  0.664
39 H -2.75 1.68 -1.00  0.353
40 H -3.66 0.97 -3.79  0.443
41 H -3.52 -0.78 -3.61  0.284
42 H -2.01 0.54 -5.81  0.494
43 H 0.42 0.53 -6.36  0.418
44 H 2.07 0.18 -4.51  0.524
45 H 1.22 -0.14 -2.21  0.415
46 Br 6.80 0.17 -3.31  -0.219
47 C 5.99 -1.12 -2.18  0.102
48 C 4.91 -1.85 -2.64  -0.609
49 C 4.30 -2.78 -1.82  -0.351
50 C 4.77 -3.00 -0.51  0.023
51 C 5.90 -2.26 -0.08  -0.108
52 C 6.49 -1.33 -0.90  -0.382
53 N 4.22 -3.88 0.40  -0.861
54 N 3.14 -4.52 0.04  -0.300
55 C 1.95 -3.93 -0.15  -0.242
56 C 0.93 -4.74 -0.70  -0.347
57 C -0.27 -4.24 -1.13  -0.845
58 C -0.59 -2.88 -0.98  1.037
59 O -1.70 -2.35 -1.36  -0.764
60 C 0.39 -2.06 -0.31  0.345
61 N 0.02 -0.77 -0.10  0.552
62 C 0.80 0.04 0.59  -0.131
63 C 2.02 -0.39 1.12  -1.364
64 C 2.43 -1.67 0.89  -0.692
65 C 1.63 -2.55 0.14  0.515
66 H 4.54 -1.69 -3.65  0.458
67 H 3.46 -3.36 -2.18  0.418
68 H 6.27 -2.45 0.92  0.482
69 H 7.35 -0.76 -0.56  0.408
70 H 1.17 -5.79 -0.83  0.448
71 H -1.01 -4.88 -1.59  0.486
72 H 0.45 1.06 0.72  0.386
73 H 2.63 0.30 1.69  0.563
74 H 3.37 -2.02 1.29  0.698

=====

No. 3
ORCA calculation (wB97M-V/def2-TZVPD) on a structure of composition C3H2O3Ru.

Computed properties:
ΔE to the lowest compared entry with this formula, charge and spin ... 2.789 eV
Multiplicity ... 6
Lowest unoccupied orbital energy (alpha / beta) ... -14.869 / -18.164 eV
Net charge ... +3
Strongest force on any atom ... 5.52 eV/Å

Last column: Mulliken charge in e.
Positions of all 9 atoms, in Å:
1 C 0.77 -1.96 -0.88  -0.254
2 C 0.84 -0.74 -0.93  0.838
3 O 0.62 0.48 -0.55  -0.185
4 C -0.45 0.80 0.38  0.713
5 O -1.28 -0.12 0.67  -0.228
6 O -0.47 1.91 0.87  -0.538
7 H 0.87 -2.97 -1.22  0.386
8 Ru -0.02 3.69 0.85  1.832
9 H -0.88 -1.08 0.79  0.437